Entry from the OMol25 dataset: C20H16Cl4O4SSe4Tc as an isolated structure at a distorted geometry (ωB97M-V with the def2-TZVPD basis set).

Element x y z (Å)
Tc (-0.97, -0.84, -1.40)
Se (0.63, -2.31, -2.09)
Se (4.00, -3.61, 0.61)
Se (2.64, -5.01, -0.47)
Se (0.50, -4.08, -0.48)
Cl (-7.18, -3.10, 0.08)
C (-5.83, -2.10, -0.22)
C (-5.95, -0.71, -0.06)
Cl (-7.44, -0.05, 0.45)
C (-4.86, 0.13, -0.29)
Cl (-5.02, 1.82, -0.08)
C (-3.64, -0.41, -0.72)
O (-2.58, 0.25, -1.04)
C (-3.54, -1.83, -0.92)
O (-2.39, -2.20, -1.39)
C (-4.63, -2.66, -0.66)
Cl (-4.45, -4.36, -0.84)
C (-1.90, -2.85, 2.10)
C (-1.42, -1.41, 2.05)
O (-0.27, -1.25, 1.23)
H (-2.78, -2.92, 2.73)
H (-1.12, -3.50, 2.49)
H (-2.16, -3.20, 1.10)
H (-1.18, -1.06, 3.07)
H (-2.19, -0.76, 1.63)
H (0.38, -1.92, 1.48)
O (0.24, 0.75, -1.09)
S (0.98, 1.08, 0.20)
C (1.31, 2.85, 0.00)
C (1.26, 3.41, -1.26)
C (1.47, 4.77, -1.40)
C (1.72, 5.55, -0.28)
C (1.75, 4.98, 0.98)
C (1.55, 3.62, 1.13)
C (2.66, 0.51, -0.18)
C (3.01, 0.30, -1.50)
C (4.28, -0.17, -1.79)
C (5.17, -0.43, -0.77)
C (4.81, -0.22, 0.55)
C (3.54, 0.25, 0.85)
H (1.05, 2.79, -2.11)
H (1.44, 5.23, -2.37)
H (1.88, 6.61, -0.39)
H (1.93, 5.60, 1.84)
H (1.56, 3.16, 2.11)
H (2.30, 0.49, -2.29)
H (4.56, -0.34, -2.82)
H (6.15, -0.82, -1.00)
H (5.50, -0.45, 1.34)
H (3.24, 0.41, 1.87)

Its gap between HOMO and LUMO (spin up / spin down) is 5.56 / 5.26 eV. The multiplicity is 4. The total charge is 0. For the calculated total energy, the calculation gives -353697.390 eV.